Molecular formula: C20H14N4O8RbS
Method: DFT, ωB97M-V/def2-TZVPD

Structure (XYZ):
```
48
C20H14N4O8RbS, DFT ωB97M-V/def2-TZVPD
Rb -0.44 -1.11 0.69
O -1.39 2.83 -1.98
C -0.44 2.04 -1.47
O -0.07 1.03 -2.01
C 0.09 2.52 -0.16
C -0.18 3.79 0.34
C 0.29 4.10 1.61
C 0.97 3.13 2.33
C 1.17 1.88 1.76
N 0.76 1.60 0.52
C 1.77 0.71 2.58
O 2.83 0.93 3.18
O 1.06 -0.32 2.55
H -1.94 2.26 -2.55
H -0.76 4.49 -0.25
H 0.10 5.08 2.04
H 1.34 3.32 3.33
O -3.17 0.48 -2.18
S -3.05 -0.09 -0.86
O -2.35 0.74 0.11
N -2.46 -1.57 -0.85
C -3.13 -2.34 0.02
O -2.76 -3.42 0.47
C -4.47 -1.74 0.41
C -5.47 -2.31 1.17
C -6.65 -1.60 1.35
C -6.81 -0.34 0.79
C -5.79 0.25 0.05
C -4.63 -0.47 -0.12
H -5.33 -3.30 1.60
H -7.45 -2.03 1.94
H -7.75 0.19 0.93
H -5.90 1.23 -0.39
N 7.31 -1.69 -0.72
C 6.46 -0.98 -1.52
O 6.85 -0.14 -2.31
C 5.00 -1.30 -1.34
C 4.06 -0.31 -1.57
C 2.72 -0.59 -1.38
N 2.28 -1.79 -1.00
C 3.18 -2.75 -0.80
C 4.55 -2.56 -0.95
H 8.27 -1.42 -0.72
H 6.95 -2.19 0.07
H 4.40 0.68 -1.88
H 1.96 0.17 -1.54
H 2.79 -3.71 -0.49
H 5.23 -3.39 -0.80
```

**Spin multiplicity**: 1
**Charge**: -1
**Kohn-Sham gap**: 7.971 eV

Atomic partial charges in e from the Löwdin method, atoms 1 to 2: Rb 1.13; O 0.10